Record 1
Computed, not measured: a 7-piece molecular cluster, C50H42F2N3O29PS overall, with ωB97M-V/def2-TZVPD.

Output
Energy relative to the best compared isomer or geometry (same formula, charge and spin), kJ/mol: 0.00
HOMO-LUMO gap, Ha: 0.278
Molar mass, g/mol: 1249.9
SMILES string: C=CC[C@](C#N)(CCCCOC)[C@@](C#N)(N(C(=O)F)C(=O)F)P(O)(O)=S.O=C1C=C(O)C(=O)C=C1O.O=C1C=C(O)C(=O)C=C1O.O=C1C=C(O)C(=O)C=C1O.O=C1C=C(O)C(=O)C=C1O.O=C1C=C(O)C(=O)C=C1O.O=C1C=C(O)C(=O)C=C1O
F_max, eV/Å: 2.6
Lowest unoccupied orbital energy, eV: -1.74
Spin multiplicity: 1
Electronic energy, Ha: -5215.969439

```
128
C50H42F2N3O29PS, DFT ωB97M-V/def2-TZVPD
S -3.10760 3.43968 -4.23262
P -1.99483 3.41842 -2.68985
F -1.01566 -1.07921 -3.81346
F -4.05427 -0.67317 -2.72755
O 2.21027 -1.26403 2.45969
O 2.81582 6.43542 -0.73613
O -7.59228 -2.96264 3.06547
O 2.91623 6.89335 -3.55351
O 5.84969 -3.59830 3.99313
O 0.94537 7.08233 -8.44731
O -1.86031 -5.51403 8.42743
O -2.36652 -4.97520 -8.92443
O 3.07417 -6.44075 6.48296
O 4.55314 -8.45827 5.61635
O -3.84083 -6.77211 -4.84910
O 5.36494 6.83920 -1.20172
O -2.70626 4.19538 -1.47849
O -5.74454 -0.63959 -0.57088
O -4.21862 1.37682 -2.02742
O 3.47753 7.78508 -8.13282
O -0.55882 -2.90700 4.01866
O -2.78738 -6.45098 6.13160
O 0.43831 -2.02021 6.30172
O -0.63600 4.22916 -3.02215
O -2.85716 -4.61410 -3.67276
O 6.13681 5.93683 3.33938
O -2.01033 0.41965 -5.03916
O -8.55350 -0.64840 3.90406
O 0.46040 6.14312 -3.86929
O 7.28211 -5.62554 3.05912
O -6.63275 1.68380 0.31745
O -1.31041 -2.85486 -7.73639
O 3.57578 5.44891 3.79082
N -3.36657 1.86419 0.81264
N -2.15879 0.54807 -2.70054
N 0.98051 1.50031 -3.17808
C 5.50955 -4.70134 4.37924
C 1.36479 7.01094 -7.30880
C 6.28611 -5.89465 3.89523
C 3.47679 -1.90436 2.49622
C -0.71624 0.08363 -0.27604
C -2.02869 -3.63513 -5.64884
C -2.48803 -4.94057 -7.71451
C -6.61542 -1.91885 1.20879
C -1.52223 -4.89286 7.43833
C -3.51728 0.51031 -2.43612
C 5.98485 -7.13945 4.28818
C -1.91982 -3.75763 -6.97888
C -0.65922 -3.72466 7.47478
C 1.53297 -1.53626 1.23304
C -0.34863 -3.09005 6.33680
C -1.71550 -4.72917 4.96283
C -1.17083 1.53569 -0.57662
C 3.53392 6.29091 0.23504
C -7.89831 -0.59435 2.87802
C -0.14778 2.60973 -0.05577
C 4.38944 -4.92428 5.27676
C 5.88058 6.40429 1.04397
C 2.52934 6.95204 -4.70803
C 1.11210 6.53563 -4.95830
C 4.87867 -7.36147 5.20408
C 5.00552 6.51902 0.03481
C 3.33794 7.37897 -5.83143
C -0.05830 1.57790 -2.70914
C -3.25233 -5.85780 -5.61237
C -1.74871 0.02601 -3.96762
C 5.40975 6.04726 2.37046
C -2.02432 -5.36745 6.10058
C 0.56563 6.56273 -6.17940
C -1.41890 1.67976 -2.13835
C -2.40603 1.72139 0.20767
C -0.87374 -3.55032 5.00560
C -6.36861 -0.69138 0.46952
C -6.91244 0.59921 1.02127
C 2.31487 2.68003 -0.42317
C 4.08560 -6.16935 5.66705
C 0.03548 -1.57686 1.48695
C -3.14727 -5.98044 -6.94196
C -2.70689 -4.66231 -4.88017
C -7.33047 -1.87989 2.33991
C 3.93750 5.79337 2.56262
C 2.79809 7.40844 -7.05874
C -0.69215 -0.24566 1.22281
C 3.06275 5.91147 1.55415
C 1.25818 2.12298 0.17559
C -7.63266 0.63262 2.15371
H 3.94896 -1.92477 1.50928
H -0.24607 0.55827 1.80948
H -1.62643 -2.79079 -5.11289
H 1.84305 -0.82487 0.46095
H -1.43149 -0.62321 -0.69694
H 3.21269 2.10055 -0.59624
H -8.12527 -2.65133 3.82276
H 3.07940 -7.41036 6.60340
H 1.47108 1.30094 0.84608
H -3.78073 -6.43470 -3.93456
H 3.32341 -2.94180 2.80760
H -0.10096 -1.78498 2.55012
H 0.50337 -1.75765 5.36240
H -0.53616 2.97030 0.90047
H -2.85365 -6.70681 7.07227
H -2.12471 4.78218 -0.97748
H -1.70802 -0.39142 1.58947
H 1.84363 -2.53321 0.90084
H 1.11237 6.24622 -3.14354
H 4.36375 7.66057 -5.63994
H -0.47052 -2.37799 0.94677
H -3.53727 -6.83383 -7.47821
H 6.94084 6.56763 0.91389
H 6.53707 -8.00417 3.94877
H 0.23770 -0.13649 -0.75332
H -1.37657 -3.18458 -8.65320
H -6.20563 -2.83689 0.81167
H 4.14376 -1.36622 3.16297
H -0.39303 4.78089 -2.26783
H -0.28975 -3.40259 8.43789
H -0.45630 6.26436 -6.36766
H -6.09595 1.39157 -0.44837
H -8.03079 1.55149 2.55961
H -2.07195 -5.05912 3.99730
H 2.85452 7.71519 -8.88248
H 3.82814 -4.06020 5.60448
H 2.00406 5.73382 1.68097
H -0.08005 3.47443 -0.71151
H 4.39738 5.44004 4.31994
H 7.28310 -4.65581 2.94498
H 2.28917 3.71590 -0.74988
H 4.54271 6.85685 -1.73656
```

=====

Record 2
Computed, not measured: C4H4CaLiO5 as an isolated structure, with ωB97M-V/def2-TZVPD.

Output
HOMO-LUMO gap, Ha: 0.126
Molar mass, g/mol: 179.1
F_max, eV/Å: 2.1
Lowest unoccupied orbital energy, eV: -6.68
Spin multiplicity: 1
Net charge: +1
Electronic energy, Ha: -1215.937531

```
15
C4H4CaLiO5, DFT ωB97M-V/def2-TZVPD
Ca 4.27327 0.71488 0.31772
O 4.27971 -1.31096 -0.07962
O -3.75682 -0.98371 -0.09953
O -2.45444 0.71802 0.38355
O -4.68278 0.99053 0.41906
O 2.34662 -0.33473 -0.26664
C 3.05726 -1.39561 -0.33265
C -2.40458 -1.38760 -0.48331
C -3.70047 0.29459 0.27738
C -1.51473 -0.44373 0.28255
Li 0.44002 0.02458 -0.34951
H -2.26150 -2.44163 -0.21528
H -2.36276 -1.28446 -1.57969
H -1.47138 -0.81097 1.32688
H 2.55095 -2.37664 -0.47216
```

=====

Record 3
Computed, not measured: C15H30BCoF4N6OP as an isolated structure, with ωB97M-V/def2-TZVPD.

Output
Energy relative to the best compared isomer or geometry (same formula, charge and spin), kJ/mol: 97.50
HOMO-LUMO gap (spin up / spin down), Ha: 0.319 / 0.335
Molar mass, g/mol: 487.2
F_max, eV/Å: 0.5
Lowest unoccupied orbital energy (spin up / spin down), eV: 0.03 / 0.03
Spin multiplicity: 2
Electronic energy, Ha: -3142.019299

```
59
C15H30BCoF4N6OP, DFT ωB97M-V/def2-TZVPD
Co 0.26509 -0.08858 -0.12434
P 0.67859 -1.74765 -1.63622
F -3.51841 -0.19875 -0.74505
F -3.48269 1.16064 -2.59833
F -1.50379 0.54242 -1.60785
F -2.88954 1.99763 -0.52158
O 2.45418 0.85533 -1.55574
N 0.79564 2.39055 -1.64875
N 1.81854 0.12218 1.43678
N -0.76248 4.21553 -1.34827
N -0.58353 -1.32101 1.31088
N -0.62841 1.37466 1.08750
N -1.81949 4.97705 0.76215
C -1.87685 -2.92446 -1.59176
C -0.38754 -3.23456 -1.48333
C -1.32831 4.59763 -0.21086
C 2.38300 -2.44522 -1.61733
C 1.31243 1.07910 -1.23454
C 1.49229 1.24961 2.32806
C -1.83651 -0.65831 1.74736
C 0.39233 -1.17613 -3.35305
C 0.59365 -2.16895 -4.49277
C -0.00139 3.23909 -1.44571
C 1.79901 -1.18917 2.08612
C 2.59472 -3.86049 -2.15215
C 0.44821 2.16925 1.69839
C -1.55086 0.79459 2.08241
C 0.36048 -1.58183 2.42964
B -2.89659 0.88635 -1.39020
H -1.10491 0.88722 3.07466
H -0.62602 -0.78394 -3.34962
H -2.20808 -2.19439 -0.85686
H 2.07180 -4.59956 -1.54437
H 2.38347 1.83071 2.57353
H -2.12301 -2.50033 -2.56520
H 2.25398 -3.97559 -3.17927
H 2.22481 -1.90930 1.38626
H -0.15473 -3.72154 -0.52816
H -0.09000 -3.95155 -2.25093
H 2.40201 -1.22275 3.00284
H 0.91970 2.75807 0.91286
H -2.46726 -3.83267 -1.46629
H 2.99383 -1.71646 -2.15501
H 2.69386 0.27808 0.95284
H 2.72954 -2.40401 -0.58140
H -0.00737 -3.07154 -4.37143
H 0.06497 2.87322 2.44394
H 1.63813 -2.46233 -4.59614
H 0.02078 -1.01150 3.29453
H 1.11941 0.84896 3.27186
H -2.54088 -0.70460 0.91621
H 0.32720 -2.63309 2.72287
H 3.65641 -4.10921 -2.12573
H -1.18788 1.95418 0.46316
H 1.04148 -0.30918 -3.49169
H -0.84527 -2.20585 0.89222
H 0.29302 -1.70556 -5.43295
H -2.48653 1.35498 2.09831
H -2.27494 -1.16849 2.61143
```

=====

Record 4
Computed, not measured: C2H3BrO2 as an isolated structure, with ωB97M-V/def2-TZVPD.

Output
Energy relative to the best compared isomer or geometry (same formula, charge and spin), kJ/mol: 220.67
HOMO-LUMO gap, Ha: 0.382
Molar mass, g/mol: 138.9
F_max, eV/Å: 5.4
Lowest unoccupied orbital energy, eV: 0.14
Spin multiplicity: 1
Electronic energy, Ha: -2802.429480

```
8
C2H3BrO2, DFT ωB97M-V/def2-TZVPD
Br -2.75375 -0.34957 0.12115
O 1.82489 0.94926 -0.09916
O 0.09649 -0.48250 -0.61416
C 1.23473 0.14563 -0.76241
C -1.02995 -0.00912 0.76272
H -0.51929 -0.78714 1.32987
H -0.61065 0.92646 0.77648
H 1.75753 -0.39302 -1.51449
```

=====

The highest molar mass belongs to which entry? C50H42F2N3O29PS

=====

Copy entry 2 word for word.
Computed, not measured: C4H4CaLiO5 as an isolated structure, with ωB97M-V/def2-TZVPD.

Output
HOMO-LUMO gap, Ha: 0.126
Molar mass, g/mol: 179.1
F_max, eV/Å: 2.1
Lowest unoccupied orbital energy, eV: -6.68
Spin multiplicity: 1
Net charge: +1
Electronic energy, Ha: -1215.937531

```
15
C4H4CaLiO5, DFT ωB97M-V/def2-TZVPD
Ca 4.27327 0.71488 0.31772
O 4.27971 -1.31096 -0.07962
O -3.75682 -0.98371 -0.09953
O -2.45444 0.71802 0.38355
O -4.68278 0.99053 0.41906
O 2.34662 -0.33473 -0.26664
C 3.05726 -1.39561 -0.33265
C -2.40458 -1.38760 -0.48331
C -3.70047 0.29459 0.27738
C -1.51473 -0.44373 0.28255
Li 0.44002 0.02458 -0.34951
H -2.26150 -2.44163 -0.21528
H -2.36276 -1.28446 -1.57969
H -1.47138 -0.81097 1.32688
H 2.55095 -2.37664 -0.47216
```

=====

Which formula does entry 2 have? C4H4CaLiO5